Record 1
2 unconnected molecules or ions with the total composition C5H8N at a distorted geometry, computed with ωB97M-V/def2-TZVPD.

Frontier orbital gap: 8.4 eV
Net charge: +1
E_LUMO: -5.72 eV
Total energy: -6791.50888 eV
Relative energy (zero: lowest compared OMol25 entry of this formula, charge and spin): 151.73 kcal per mole

Structure (XYZ):
```
14
Properties=species:S:1:pos:R:3:forces:R:3
C 1.49422 0.99831 0.15863 0.62 -3.00 -0.15
C 1.12843 -0.22338 0.75433 2.64 -0.48 -1.14
C 1.30203 -1.10332 -0.41833 -3.95 -1.21 1.42
C -1.91051 -0.34395 0.04532 -0.83 -1.34 -1.02
C -1.40546 0.83396 -0.24251 -0.31 0.94 1.20
N 0.83415 0.32088 -0.74414 0.90 1.19 -1.72
H 1.96264 1.90687 0.41069 -0.26 1.43 -0.22
H 2.26218 -1.26023 -0.73507 2.25 -0.09 -0.89
H 0.56828 -2.02129 -0.62847 1.37 2.52 0.55
H -2.17573 -1.11335 -0.73644 0.03 0.93 1.16
H 0.46170 -0.26472 1.51910 -2.21 -0.53 2.04
H -2.13740 -0.45776 1.10134 0.04 -0.86 -0.19
H -1.12197 1.36334 0.66888 -0.21 0.68 -0.33
H -1.26259 1.36466 -1.15332 -0.08 -0.17 -0.70
```
Positions in Å, forces in eV/Å.

Record 2
7 unconnected molecules or ions with the total composition C35H56N3O18S, computed with ωB97M-V/def2-TZVPD.

Frontier orbital gap: 7.7 eV
Net charge: +1
E_LUMO: -3.77 eV
Total energy: -89360.74322 eV

Structure (XYZ):
```
113
Properties=species:S:1:pos:R:3:forces:R:3
C 1.19447 7.84851 -4.39010 0.02 -0.03 -0.01
C 2.54620 7.80636 -5.09628 0.06 0.00 0.10
C 3.72593 7.49897 -4.16602 -0.08 0.18 0.05
C 5.06131 7.57421 -4.91042 0.15 0.14 0.08
C 3.60479 6.17506 -3.44486 -0.15 -0.14 -0.29
C 3.01832 5.06429 -4.05062 -0.02 -0.13 0.03
C 2.88388 3.82567 -3.41351 -0.08 0.41 -0.28
S 2.13650 2.42009 -4.13339 -0.02 -0.18 0.04
C 3.35969 3.71629 -2.11774 0.09 0.12 0.12
N 3.26563 2.52026 -1.39316 0.16 0.17 0.21
N 3.93451 4.80580 -1.57316 0.01 -0.08 -0.06
C 4.09173 6.00855 -2.16532 0.14 -0.17 0.30
C 4.77170 7.02220 -1.28588 0.22 -0.17 0.11
N 3.96894 7.20712 -0.07937 0.27 0.78 -0.09
C 2.85520 8.13850 -0.31743 -0.05 -0.15 -0.01
H 0.92760 6.89101 -3.93490 0.03 0.02 -0.02
H 1.19973 8.60220 -3.59730 -0.03 -0.04 -0.05
H 0.40133 8.10283 -5.09344 0.02 0.03 0.05
H 2.74850 8.79075 -5.52758 -0.02 -0.11 -0.09
H 2.53434 7.09989 -5.93239 -0.03 0.07 -0.02
H 3.71093 8.28211 -3.39773 0.05 -0.09 -0.09
H 5.91096 7.43355 -4.23560 -0.08 -0.04 -0.04
H 5.12763 6.81561 -5.69338 -0.05 0.01 0.02
H 5.17557 8.55720 -5.37246 -0.03 -0.09 -0.03
H 2.64653 5.16585 -5.06547 0.01 -0.01 0.10
H 1.78628 3.04429 -5.26189 -0.01 0.03 -0.09
H 4.11977 2.27815 -0.90389 0.00 -0.01 -0.03
H 2.49582 2.51306 -0.73127 -0.10 -0.10 -0.17
H 4.24196 4.73844 -0.60635 -0.07 0.10 0.06
H 5.00605 7.94190 -1.83639 -0.23 -0.08 0.03
H 5.73849 6.60761 -0.97864 -0.05 -0.01 -0.06
H 4.58062 7.67027 0.58775 0.04 -0.31 0.23
H 3.16683 9.02601 -0.88349 -0.02 -0.03 -0.01
H 2.04935 7.63946 -0.86268 0.04 0.05 0.01
H 2.46070 8.47704 0.63997 -0.05 -0.11 -0.04
C 0.52894 0.16104 -1.93748 -0.16 0.11 0.08
C 0.10010 -1.09467 -1.22330 0.06 0.00 -0.03
C 0.39042 -2.37845 -1.97693 0.00 0.03 -0.02
O -0.68931 -3.22725 -1.55403 0.06 -0.03 -0.13
C -1.72016 -2.44531 -1.17849 0.05 0.01 0.09
O -2.81296 -2.83967 -0.92420 -0.04 -0.01 -0.06
O -1.33462 -1.15121 -1.11241 0.00 0.04 0.08
H 1.57824 0.09114 -2.22526 0.02 -0.02 0.01
H -0.07533 0.30820 -2.83215 0.07 -0.09 -0.06
H 0.39943 1.03555 -1.29726 -0.01 -0.02 0.00
H 0.50326 -1.13588 -0.20712 0.02 -0.01 -0.01
H 1.33854 -2.84073 -1.71478 -0.05 -0.05 0.08
H 0.33093 -2.21928 -3.05472 -0.02 -0.09 0.04
C -4.70275 -4.52064 0.93444 -0.14 0.07 0.23
C -4.11886 -5.88323 1.18368 0.02 0.04 -0.12
C -4.77614 -7.03352 0.44535 -0.01 0.01 0.01
O -4.56846 -8.13705 1.34210 -0.10 0.00 -0.05
C -4.42120 -7.64165 2.58618 0.13 0.07 0.01
O -4.38386 -8.29735 3.58058 0.04 -0.05 0.06
O -4.30802 -6.30014 2.55650 0.08 0.08 0.03
H -4.74057 -4.32055 -0.13432 0.04 0.02 -0.02
H -5.70739 -4.44770 1.35378 -0.03 -0.11 -0.06
H -4.08830 -3.74784 1.39067 0.01 0.01 -0.03
H -3.04157 -5.87645 0.99888 0.01 -0.04 -0.03
H -4.32148 -7.25659 -0.51531 0.04 -0.05 0.03
H -5.85037 -6.87981 0.32105 0.00 0.02 0.00
C 4.47388 11.94515 3.05324 0.10 -0.03 -0.13
C 4.30102 10.46725 3.29221 0.03 0.13 0.04
C 4.60337 9.99565 4.70206 0.00 0.01 0.00
O 5.08031 8.65963 4.48409 0.05 0.03 0.09
C 5.58257 8.58829 3.23984 -0.01 0.10 -0.05
O 6.21025 7.67634 2.80337 -0.08 -0.09 -0.15
O 5.26572 9.70141 2.53218 -0.17 -0.08 -0.03
H 3.91279 12.51130 3.79684 -0.02 0.00 0.00
H 5.52733 12.21562 3.12247 0.00 0.00 0.09
H 4.11524 12.23036 2.06548 -0.01 -0.01 0.01
H 3.30661 10.13434 2.98194 -0.01 -0.02 0.03
H 3.73541 9.97156 5.35429 0.00 -0.09 -0.01
H 5.39979 10.58001 5.16724 0.00 0.02 -0.01
C 1.40850 -5.72117 -6.76454 0.05 0.03 0.16
C 0.41900 -4.58567 -6.77993 0.03 -0.04 -0.08
C 0.59634 -3.57650 -7.89938 0.01 0.00 0.00
O 0.12786 -2.35931 -7.29688 0.06 0.01 -0.08
C 0.26533 -2.47438 -5.96384 -0.06 -0.07 0.05
O 0.12290 -1.58058 -5.18623 0.06 0.14 -0.04
O 0.58255 -3.73605 -5.62061 -0.04 -0.06 0.04
H 1.43266 -6.20716 -7.74005 -0.02 -0.01 -0.01
H 2.40575 -5.34952 -6.52836 0.01 0.03 -0.09
H 1.13864 -6.46583 -6.01800 -0.01 0.01 0.00
H -0.60731 -4.95950 -6.75968 -0.01 0.02 -0.01
H 0.00977 -3.79320 -8.78714 -0.06 0.06 0.03
H 1.64652 -3.44817 -8.17097 0.01 -0.03 0.00
C -2.61053 -6.05297 6.60846 0.06 0.18 0.00
C -1.65738 -6.50428 5.53266 -0.12 -0.06 0.00
C -0.72365 -7.63456 5.91737 0.01 0.00 0.00
O 0.43581 -7.36189 5.11893 0.02 -0.05 0.06
C 0.45639 -6.03820 4.84244 -0.09 -0.01 0.03
O 1.37149 -5.46283 4.34901 0.06 0.03 -0.05
O -0.71074 -5.46406 5.20653 -0.04 0.05 -0.06
H -3.15703 -6.90938 7.00373 -0.01 -0.02 -0.02
H -2.06312 -5.57057 7.41892 0.02 -0.09 0.04
H -3.33231 -5.33923 6.21453 0.00 -0.02 -0.02
H -2.20170 -6.75059 4.61755 0.01 -0.04 0.01
H -1.11061 -8.62134 5.67939 0.04 0.00 -0.08
H -0.44063 -7.59093 6.97209 -0.02 0.01 0.01
C -7.05630 -9.44775 4.92894 -0.17 -0.12 -0.14
C -8.33361 -8.84226 5.44939 0.08 -0.01 0.06
C -8.73335 -9.25474 6.85318 -0.02 -0.02 0.01
O -10.16213 -9.18895 6.80282 0.04 -0.04 0.06
C -10.54748 -9.35587 5.51400 0.05 0.01 -0.01
O -11.66590 -9.52745 5.15909 -0.05 0.00 -0.01
O -9.47281 -9.29893 4.69439 0.02 0.06 -0.07
H -6.23957 -9.28004 5.63033 0.02 0.04 0.00
H -7.18369 -10.52032 4.77764 0.01 -0.02 0.11
H -6.77207 -9.00860 3.97738 0.02 0.01 0.00
H -8.30824 -7.75174 5.36669 -0.01 0.01 0.03
H -8.36437 -8.58975 7.62940 -0.07 0.03 0.00
H -8.43554 -10.28272 7.07445 0.03 0.00 -0.01
```
Positions in Å, forces in eV/Å.

Record 3
2 unconnected molecules or ions with the total composition C4H13NO2 at a distorted geometry, computed with ωB97M-V/def2-TZVPD.

Frontier orbital gap: 9.5 eV
SMILES: CCCNCO.O
E_LUMO: 0.83 eV
Total energy: -9942.22114 eV
Relative energy (zero: lowest compared OMol25 entry of this formula, charge and spin): 45.56 kcal per mole

Structure (XYZ):
```
20
Properties=species:S:1:pos:R:3:forces:R:3
C 1.15270 0.21259 -0.28269 -1.61 -1.07 0.44
N 0.66625 -1.17081 -0.16497 0.81 -2.52 1.81
C -0.53205 -1.52596 0.58033 -1.03 -2.50 -1.15
O -0.39641 -1.46380 2.08271 -1.13 -1.37 -0.66
C 1.00370 0.94388 1.08806 0.05 1.50 -1.15
C -0.32499 1.74479 1.09711 -0.53 1.28 -1.52
H 2.13488 0.10501 -0.78604 -0.40 0.55 0.67
H 0.41980 0.61228 -1.01233 0.76 0.47 0.24
H 1.41078 -1.81347 0.25295 -1.14 1.30 -0.95
H -0.79837 -2.66020 0.19755 0.84 2.45 1.46
H -1.44410 -0.98848 0.20450 1.03 0.18 0.70
H -0.94274 -2.17406 2.56678 1.13 1.55 -1.64
H 1.89823 1.58399 1.27612 -0.79 -0.21 -0.03
H 0.86012 0.26543 1.91308 0.67 -0.46 0.02
H -0.63179 2.28856 0.12721 1.01 -0.83 1.07
H -1.20648 1.13642 1.28447 0.17 -0.43 0.23
H -0.34828 2.53754 1.83256 0.18 0.09 0.45
H -0.30399 -0.03518 -4.55286 -1.15 0.25 0.84
H -1.73072 0.41733 -3.94777 0.55 -0.12 -0.40
O -0.88655 -0.01586 -3.75676 0.59 -0.11 -0.42
```
Positions in Å, forces in eV/Å.

Record 4
A molecular structure, C20H48N6O8Zr at a distorted geometry, computed with ωB97M-V/def2-TZVPD.

Frontier orbital gap: 9.4 eV
Net charge: +2
E_LUMO: -4.04 eV
Total energy: -48115.22175 eV
Relative energy (zero: lowest compared OMol25 entry of this formula, charge and spin): 1.22 kcal per mole

Structure (XYZ):
```
83
Properties=species:S:1:pos:R:3:forces:R:3
Zr 0.07346 0.18373 -0.40983 1.05 2.97 -0.23
C -0.39035 3.42159 -1.06603 -0.34 0.98 -0.18
O -0.60083 2.08192 -0.88401 0.63 -2.31 0.63
H -0.76287 4.02849 -0.21825 0.28 -0.23 0.09
H 0.66010 3.69247 -1.24249 -0.01 -0.07 0.04
H -0.97659 3.81861 -1.91284 0.21 -0.26 -0.07
C 3.44012 0.39537 0.42495 0.10 0.14 0.17
O 2.11208 0.37745 0.04358 -1.88 -0.11 -0.17
H 3.79639 -0.58076 0.80364 -0.04 -0.01 -0.31
H 4.08818 0.70412 -0.40215 0.11 -0.12 0.07
H 3.62868 1.09734 1.25669 -0.08 0.04 -0.15
C -0.42242 -2.06328 3.48982 0.00 -0.23 -0.06
C 0.43796 -1.37498 2.47959 0.17 0.83 0.20
O -0.02268 -1.09340 1.35508 -0.41 -0.80 -0.04
N 1.64345 -0.94489 2.81198 0.43 -0.22 0.03
C 2.34183 -1.16344 4.07150 -0.53 0.18 0.15
H -1.44607 -1.93330 3.15221 -0.08 -0.07 0.19
H -0.27259 -1.66534 4.49072 -0.11 0.14 -0.02
H -0.21343 -3.13237 3.56588 0.08 0.00 -0.19
H 2.15935 -0.49737 2.06333 -0.25 0.11 -0.09
H 3.15235 -0.44544 4.13970 0.23 -0.19 -0.11
H 2.68578 -2.19112 4.16157 0.22 0.04 0.07
H 1.67807 -0.93394 4.90544 0.01 -0.13 0.03
C 1.34571 -3.02860 -3.07484 -0.76 -0.11 -0.51
C 1.47134 -2.82100 -1.60429 0.32 0.84 0.01
O 0.86386 -1.89168 -1.05167 -0.15 -0.39 0.29
N 2.33490 -3.59413 -0.95669 -0.07 -0.44 -0.33
C 2.54882 -3.57332 0.46277 -0.36 0.18 0.86
H 1.35411 -4.06857 -3.39905 0.34 -0.04 0.17
H 2.11447 -2.46228 -3.59859 0.06 -0.04 0.01
H 0.36744 -2.63955 -3.36050 0.12 0.16 -0.07
H 2.83316 -4.26788 -1.51586 -0.02 -0.09 0.11
H 2.75457 -4.57024 0.84481 0.30 -0.03 -0.22
H 1.62931 -3.26745 0.96411 0.00 0.14 -0.21
H 3.33061 -2.87353 0.75980 0.11 -0.11 -0.07
C 2.91794 1.70136 -2.93723 0.69 0.65 -0.33
C 1.79602 0.78868 -3.27259 0.24 -0.18 0.43
O 0.90194 0.54236 -2.45300 -0.33 -0.35 -0.34
N 1.79769 0.17881 -4.46324 -0.25 0.27 0.29
C 2.84294 0.23189 -5.46919 0.01 -0.10 -0.24
H 3.00182 2.52762 -3.65072 -0.07 -0.23 -0.18
H 3.85705 1.14499 -2.99705 0.02 0.10 0.12
H 2.82135 2.18471 -1.97175 -0.25 -0.44 0.23
H 0.96127 -0.35872 -4.63456 0.12 -0.14 -0.11
H 2.38741 0.15857 -6.45355 0.03 0.07 -0.02
H 3.55293 -0.59137 -5.36377 -0.05 -0.01 0.08
H 3.39826 1.16146 -5.41095 -0.07 0.09 -0.02
C -3.20248 0.32587 -3.09129 -0.12 0.32 0.22
C -2.57933 -0.76387 -2.29047 0.11 0.16 0.08
O -1.45123 -0.57469 -1.80358 0.32 -0.63 -0.11
N -3.19627 -1.93100 -2.12880 -0.17 -0.05 0.20
C -4.59913 -2.22760 -2.44226 0.33 0.62 -0.30
H -2.63668 0.42661 -4.01778 -0.09 -0.07 -0.07
H -3.06269 1.26010 -2.54539 0.05 -0.03 0.02
H -4.25719 0.18321 -3.29695 0.00 -0.05 -0.17
H -2.66935 -2.63573 -1.63504 0.04 0.08 0.07
H -4.73126 -2.31849 -3.51852 -0.09 -0.36 0.02
H -5.22985 -1.40125 -2.11992 -0.07 -0.11 0.19
H -4.88039 -3.12663 -1.90968 -0.09 -0.13 -0.13
C -3.88115 -0.79008 1.54521 0.17 -0.18 1.23
C -3.00629 0.38196 1.28271 0.10 0.53 -0.66
O -2.05118 0.30785 0.50316 0.15 -0.49 0.10
N -3.28161 1.53509 1.89298 -0.28 0.21 0.21
C -4.49860 1.82646 2.66105 0.41 -0.23 -0.44
H -3.63673 -1.61879 0.89579 -0.11 0.03 -0.24
H -4.94020 -0.55097 1.59188 -0.05 -0.04 -0.32
H -3.62700 -1.09209 2.57426 -0.16 -0.16 -0.15
H -2.70151 2.31383 1.61644 0.12 -0.10 -0.05
H -5.37314 1.60118 2.05370 -0.15 0.10 0.11
H -4.48436 2.88693 2.88287 -0.12 0.02 0.18
H -4.52708 1.24051 3.57615 -0.05 0.09 0.11
C -0.46729 1.74536 4.08739 -0.14 0.32 -0.05
C 0.31443 2.12891 2.84878 0.03 0.30 0.33
O 0.14689 1.56595 1.77352 0.06 -0.27 -0.31
N 1.17436 3.15244 2.98652 -0.22 -0.03 0.38
C 1.93581 3.66705 1.87739 -0.41 -0.09 -1.12
H 0.16612 1.52517 4.94610 0.12 -0.09 -0.10
H -1.11740 0.90764 3.85442 0.03 -0.07 0.03
H -1.09302 2.59295 4.38260 -0.03 -0.08 0.00
H 1.14754 3.68963 3.83693 0.07 -0.12 0.07
H 2.48788 4.55414 2.15982 0.23 -0.12 0.18
H 1.27550 3.93769 1.04452 -0.06 0.10 0.25
H 2.55900 2.88104 1.45308 0.33 0.15 0.24
```
Positions in Å, forces in eV/Å.